{"formula": "CH7N2O2P", "method": "ωB97M-V/def2-TZVPD", "smiles": "NC[P@@](N)(=O)O", "homo_lumo_gap_ev": 9.200, "relative_energy_kcal_mol": 19.2, "fmax_ev_per_a": 4.908, "e_homo_ev": -8.491, "symbols": ["N", "C", "P", "N", "O", "O", "H", "H", "H", "H", "H", "H", "H"], "xyz": [[-0.66913, -0.63207, -2.04487], [0.24897, -0.71210, -1.04773], [-0.29496, 0.19025, 0.86804], [0.78791, 1.52840, 1.34435], [-1.67098, 0.61653, 1.10542], [0.32844, -0.94272, 1.85021], [-1.37232, -1.30487, -2.12661], [-0.74873, 0.08782, -2.61404], [0.49297, -1.73268, -0.70103], [1.13274, -0.07822, -1.26120], [1.62144, 1.35094, 0.79013], [0.11930, 2.31019, 1.10388], [0.02435, -0.68146, 2.73346]], "forces_ev_per_angstrom": [[0.1252, -3.3929, 1.8118], [0.9533, 1.4599, 3.1229], [2.6495, -0.1740, -0.8818], [-2.8821, -1.3211, -0.9950], [-0.9740, 0.0083, -0.0028], [-0.7026, -0.0547, -0.1603], [-0.9784, -0.8757, 0.0844], [-0.2381, 4.0268, -2.7962], [0.0037, 0.6070, -0.3318], [-0.2597, -0.7478, 0.0874], [0.0661, 1.1593, -0.0576], [1.9508, -0.4319, -0.0609], [0.2862, -0.2631, 0.1799]]}